{
  "formula": "CH2N4O",
  "method": "wB97M-V/def2-TZVPD",
  "multiplicity": 1,
  "e_above_lowest_kcal_mol": 97.7,
  "homo_lumo_gap_ev": 8.26,
  "lumo_ev": -0.62,
  "species": ["N", "C", "N", "O", "N", "N", "H", "H"],
  "xyz": [[-0.377, -1.430, -0.456], [-0.051, -0.178, -0.425], [0.236, 0.956, -1.096], [0.486, 1.875, -0.062], [0.369, 1.359, 1.139], [0.054, 0.150, 0.924], [-0.526, -1.912, -1.319], [-0.191, -0.821, 1.296]],
  "mulliken_charge": [-0.73, 0.42, -0.35, 0.02, -0.21, 0.19, 0.20, 0.48]
}



{
  "formula": "C4H3ClIN2OP",
  "method": "wB97M-V/def2-TZVPD",
  "multiplicity": 1,
  "smiles": "N#C[C@@H](I)[C@@H](C#N)P(O)Cl",
  "homo_lumo_gap_ev": 9.58,
  "lumo_ev": -0.61,
  "species": ["N", "C", "C", "I", "C", "C", "N", "P", "O", "Cl", "H", "H", "H"],
  "xyz": [[2.537, -1.730, -0.519], [1.939, -0.762, -0.361], [1.235, 0.472, -0.068], [1.350, 1.850, -1.713], [-0.210, 0.243, 0.410], [-0.654, 1.428, 1.138], [-0.985, 2.367, 1.711], [-1.577, -0.087, -0.888], [-2.514, -1.075, -0.006], [-0.578, -1.438, -2.083], [1.788, 0.981, 0.718], [-0.212, -0.589, 1.121], [-2.042, -1.717, 0.540]],
  "mulliken_charge": [-0.39, 0.14, -0.75, 0.24, 0.00, -0.02, -0.39, 0.40, -0.44, -0.19, 0.57, 0.48, 0.35]
}



{
  "formula": "C3H4O2",
  "method": "wB97M-V/def2-TZVPD",
  "multiplicity": 1,
  "e_above_lowest_kcal_mol": 25.6,
  "homo_lumo_gap_ev": 11.65,
  "lumo_ev": 0.88,
  "species": ["O", "C", "C", "C", "O", "H", "H", "H", "H"],
  "xyz": [[-2.013, 0.543, 0.800], [-1.009, 0.437, 0.167], [-0.239, -0.667, -0.461], [0.925, 0.196, 0.219], [0.061, 1.332, 0.140], [-0.076, -0.501, -1.525], [-0.629, -1.682, -0.304], [1.866, 0.331, -0.317], [1.114, 0.011, 1.281]],
  "mulliken_charge": [-0.52, 0.56, -0.38, -0.29, -0.35, 0.22, 0.29, 0.25, 0.22]
}



{
  "formula": "H24O12",
  "method": "wB97M-V/def2-TZVPD",
  "s_squared": 0.75,
  "multiplicity": 2,
  "e_above_lowest_kcal_mol": 46.4,
  "homo_lumo_gap_ev": [2.54, 8.95],
  "lumo_ev": [2.10, 1.97],
  "total_charge": -1,
  "species": ["O", "H", "H", "O", "H", "H", "O", "H", "H", "O", "H", "H", "O", "H", "H", "O", "H", "H", "O", "H", "H", "O", "H", "H", "O", "H", "H", "O", "H", "H", "O", "H", "H", "O", "H", "H"],
  "xyz": [[0.293, 0.517, 0.462], [-0.395, 0.678, -0.184], [0.547, -0.394, 0.320], [2.288, 1.755, 2.057], [1.640, 1.337, 1.490], [2.235, 1.270, 2.880], [3.917, 0.206, -0.071], [3.695, -0.642, 0.313], [3.097, 0.517, -0.456], [-2.702, -1.087, -1.120], [-3.065, -1.221, -1.996], [-1.787, -0.851, -1.274], [-0.207, -0.645, -2.208], [-0.143, -1.426, -2.758], [-0.097, 0.087, -2.816], [-0.779, 0.327, 2.960], [-0.481, -0.554, 3.189], [-0.456, 0.466, 2.070], [-1.804, -2.204, 1.188], [-1.002, -2.677, 0.963], [-1.649, -1.876, 2.074], [-3.303, 2.312, -1.887], [-2.469, 1.844, -1.928], [-3.057, 3.233, -1.800], [3.063, -2.323, -1.607], [3.671, -2.976, -1.262], [2.377, -2.259, -0.943], [-0.746, 2.273, -1.873], [0.179, 2.449, -2.046], [-1.109, 3.123, -1.621], [-3.596, 1.469, 1.147], [-2.660, 1.665, 1.179], [-4.023, 2.308, 1.324], [2.875, -1.893, 1.222], [3.548, -2.562, 1.349], [2.103, -2.243, 1.666]],
  "mulliken_spin": [0.17, -0.02, 0.17, 0.02, -0.02, -0.01, 0.14, 0.14, -0.01, 0.03, -0.01, 0.03, 0.08, -0.02, 0.03, -0.03, -0.01, -0.01, 0.23, -0.03, 0.01, 0.03, 0.03, -0.01, 0.15, -0.02, 0.08, -0.08, 0.02, 0.03, 0.04, 0.00, -0.01, -0.59, 0.04, 0.40]
}



{
  "formula": "C2",
  "method": "wB97M-V/def2-TZVPD",
  "multiplicity": 1,
  "e_above_lowest_kcal_mol": 141.7,
  "homo_lumo_gap_ev": 6.12,
  "lumo_ev": -2.30,
  "species": ["C", "C"],
  "xyz": [[0.000, 0.000, 1.202], [0.000, 0.000, -1.202]],
  "mulliken_charge": [0.00, 0.00]
}



{
  "formula": "C24H58O22Tl",
  "method": "wB97M-V/def2-TZVPD",
  "s_squared": 0.80,
  "multiplicity": 2,
  "homo_lumo_gap_ev": [7.46, 5.28],
  "lumo_ev": [-0.61, -2.57],
  "species": ["Tl", "C", "C", "C", "O", "C", "C", "C", "O", "O", "O", "H", "H", "C", "O", "H", "H", "H", "H", "C", "O", "H", "H", "H", "H", "C", "C", "O", "O", "H", "H", "H", "H", "H", "H", "C", "C", "O", "O", "H", "H", "H", "H", "H", "H", "C", "C", "O", "O", "H", "H", "H", "H", "H", "H", "C", "C", "O", "O", "H", "H", "H", "H", "H", "H", "C", "C", "O", "O", "H", "H", "H", "H", "H", "H", "C", "C", "O", "O", "H", "H", "H", "H", "H", "H", "C", "C", "O", "O", "H", "H", "H", "H", "H", "H", "C", "C", "O", "O", "H", "H", "H", "H", "H", "H"],
  "xyz": [[-3.850, 0.168, -3.088], [-0.855, 0.244, 1.117], [-1.413, 0.239, -0.174], [-0.448, 0.073, -1.475], [-1.023, 0.018, -2.591], [0.968, 0.001, -1.170], [1.482, 0.018, 0.054], [0.515, 0.165, 1.266], [0.953, 0.499, 2.455], [2.793, 0.203, 0.150], [-2.665, 0.245, -0.372], [-1.500, 0.473, 1.953], [1.627, 0.129, -2.016], [-2.618, -2.876, 1.595], [-2.052, -3.262, 0.268], [-2.129, -1.945, 1.881], [-3.701, -2.773, 1.662], [-2.396, -3.652, 2.327], [-1.100, -3.149, 0.314], [-6.151, -1.930, -0.402], [-5.542, -0.660, -0.555], [-7.127, -1.915, -0.888], [-5.447, -2.604, -0.890], [-6.512, -2.100, 0.612], [-5.510, -0.356, 0.355], [-0.403, 4.319, 3.608], [-1.458, 3.269, 3.332], [-1.083, 1.972, 3.879], [0.878, 3.935, 3.226], [-0.416, 4.445, 4.690], [-0.621, 5.304, 3.195], [-1.660, 3.096, 2.275], [-2.385, 3.596, 3.803], [-0.358, 1.633, 3.350], [1.554, 4.526, 3.567], [6.525, 2.255, -0.380], [7.132, 1.249, 0.599], [6.250, 1.114, 1.817], [5.164, 1.931, -0.606], [6.924, 2.322, -1.392], [6.725, 3.194, 0.137], [8.138, 1.483, 0.949], [7.376, 0.293, 0.135], [6.335, 0.197, 2.086], [5.080, 1.134, -1.136], [-2.446, -3.396, -3.214], [-1.873, -2.732, -4.465], [-2.922, -1.934, -5.016], [-2.692, -2.414, -2.218], [-1.683, -4.134, -2.964], [-3.403, -3.863, -3.447], [-1.387, -3.526, -5.032], [-1.025, -2.097, -4.207], [-3.639, -2.483, -5.342], [-2.450, -2.851, -1.398], [-1.596, 2.331, -5.462], [-0.120, 2.607, -4.955], [0.542, 1.411, -4.821], [-2.102, 1.040, -5.469], [-1.647, 2.951, -6.357], [-2.194, 2.835, -4.704], [-0.137, 2.988, -3.933], [0.363, 3.260, -5.681], [0.159, 0.814, -4.174], [-2.189, 0.827, -6.401], [1.656, -5.457, -0.632], [1.522, -4.165, -1.424], [0.539, -3.265, -0.857], [0.431, -6.022, -0.551], [2.023, -5.409, 0.394], [2.238, -6.231, -1.132], [1.231, -4.225, -2.472], [2.536, -3.774, -1.508], [0.824, -2.372, -1.064], [-0.077, -5.275, -0.226], [3.353, -2.283, 2.551], [3.321, -1.462, 3.816], [4.143, -0.309, 3.813], [4.447, -3.234, 2.489], [3.476, -1.726, 1.622], [2.380, -2.749, 2.390], [3.786, -2.118, 4.552], [2.325, -1.198, 4.172], [4.957, -0.576, 4.246], [5.223, -2.791, 2.839], [-4.563, 0.349, 4.164], [-5.379, -0.083, 2.944], [-5.044, 0.936, 1.862], [-3.151, 0.057, 3.869], [-4.798, -0.302, 5.006], [-4.521, 1.406, 4.427], [-6.399, 0.056, 3.303], [-5.252, -1.075, 2.510], [-4.085, 0.948, 1.812], [-2.612, 0.851, 3.886], [2.547, 4.812, -0.961], [1.797, 3.530, -1.018], [1.164, 3.300, 0.315], [3.629, 4.893, -0.041], [1.898, 5.649, -0.701], [2.967, 5.085, -1.929], [2.465, 2.706, -1.269], [1.001, 3.724, -1.737], [0.433, 3.892, 0.510], [4.008, 5.754, -0.233]],
  "mulliken_spin": [0.00, 0.01, 0.20, -0.07, -0.03, 0.09, -0.05, 0.10, 0.38, 0.03, 0.21, 0.10, -0.01, 0.00, 0.00, 0.01, 0.00, 0.00, 0.00, 0.00, 0.00, 0.00, 0.00, 0.00, 0.00, 0.00, 0.00, 0.00, 0.00, 0.00, 0.00, 0.00, 0.00, 0.00, 0.00, 0.00, 0.00, 0.00, 0.00, 0.00, 0.00, 0.00, 0.00, 0.00, 0.00, 0.00, 0.00, 0.00, 0.00, 0.00, 0.00, 0.00, 0.00, 0.00, 0.00, 0.00, 0.00, 0.00, 0.00, 0.00, 0.00, 0.00, 0.00, 0.00, 0.00, 0.00, 0.00, 0.00, 0.00, 0.00, 0.00, 0.00, 0.00, 0.01, 0.00, 0.00, 0.00, 0.00, 0.00, 0.00, 0.00, 0.00, 0.00, 0.00, 0.00, 0.00, 0.00, 0.00, 0.00, 0.00, 0.00, 0.00, 0.00, 0.00, 0.00, 0.00, 0.00, 0.00, 0.00, 0.00, 0.00, 0.00, 0.00, 0.00, 0.00]
}



Maximum force list, top to bottom, in eV/Å: 1.892 0.312 1.116 1.173 5.193 7.261